Record 1
{
  "formula": "C27H26Cl5N3SiW",
  "method": "the ωB97M-V functional and the def2-TZVPD basis",
  "species": ["W", "Cl", "Cl", "Cl", "Cl", "Cl", "Si", "N", "N", "N", "C", "C", "C", "C", "C", "C", "C", "C", "C", "C", "C", "C", "C", "C", "C", "C", "C", "C", "C", "C", "C", "C", "C", "C", "C", "C", "C", "H", "H", "H", "H", "H", "H", "H", "H", "H", "H", "H", "H", "H", "H", "H", "H", "H", "H", "H", "H", "H", "H", "H", "H", "H", "H"],
  "coordinates": [[-0.011, 0.041, 0.198], [-2.329, 1.464, -4.488], [-0.126, 0.285, -2.469], [-5.690, 2.148, -0.340], [-3.530, 0.700, 1.482], [-5.229, 2.130, -3.323], [-0.217, -3.265, -1.639], [2.321, 0.444, -0.266], [-0.582, 0.527, 2.225], [0.522, 2.092, 0.502], [-4.233, 1.529, -0.921], [-1.514, 1.526, 4.759], [3.308, -0.463, -0.420], [-0.776, -0.311, 3.374], [-0.104, -4.957, -0.953], [-3.943, 1.681, -2.331], [-0.294, 2.775, 1.414], [-2.685, 1.314, -2.860], [1.411, 3.999, -0.438], [-1.765, 0.855, -1.955], [-0.331, 4.168, 1.269], [4.465, -0.040, -1.005], [0.412, 4.719, 0.221], [-1.883, -2.683, -2.264], [-3.187, 0.958, -0.156], [1.119, -3.050, -2.967], [0.099, -1.976, -0.115], [-1.930, 0.647, -0.630], [1.415, 2.671, -0.254], [-1.249, 2.407, 3.689], [2.434, 1.687, -0.769], [-0.770, 1.913, 2.503], [3.494, 2.139, -1.458], [4.536, 1.239, -1.581], [3.118, -1.750, 0.323], [-1.181, 0.199, 4.587], [-0.527, -1.792, 3.280], [2.022, 4.535, -1.172], [5.417, 1.486, -2.109], [-1.954, 1.780, 5.698], [0.125, -5.797, -1.563], [3.623, 3.160, -1.746], [1.317, -2.053, -3.337], [0.330, 5.762, -0.046], [-2.758, -3.105, -1.716], [-1.969, -2.954, -3.321], [0.794, -3.808, -3.739], [2.706, -1.452, 1.257], [-0.744, -2.234, 4.292], [0.534, -2.488, 0.736], [-0.925, -5.353, -0.378], [2.485, -2.433, -0.233], [-1.013, 4.741, 1.881], [0.675, -4.924, -0.193], [-1.488, 3.485, 3.839], [-1.226, -2.186, 2.561], [-2.136, -1.580, -2.249], [-0.963, -1.675, -0.071], [-1.256, -0.474, 5.480], [0.501, -2.050, 2.982], [4.107, -2.091, 0.593], [1.977, -3.500, -2.514], [5.252, -0.761, -1.156]],
  "spin_multiplicity": 3,
  "homo_energy_ev": [-13.76, -14.11],
  "e_above_lowest_kj_mol": 232.7,
  "gap_ev": [7.061, 6.579],
  "charge": 2
}

=====

Record 2
{
  "formula": "C5H6Cl2",
  "method": "the ωB97M-V functional and the def2-TZVPD basis",
  "species": ["Cl", "Cl", "C", "C", "C", "C", "C", "H", "H", "H", "H", "H", "H"],
  "coordinates": [[2.125, 1.502, 0.266], [-2.461, -0.409, 1.852], [0.440, -1.638, -0.276], [-0.031, -0.362, 0.201], [-0.497, 1.569, 0.988], [0.491, 1.028, -0.108], [-0.985, 0.155, 1.059], [1.383, -1.616, -0.909], [0.840, -2.241, 0.628], [0.002, 1.981, 1.789], [0.263, 1.381, -1.230], [-0.281, -2.320, -0.784], [-1.220, 2.265, 0.788]],
  "smiles": "CC1=C(Cl)C[C@H]1Cl",
  "homo_energy_ev": -9.19,
  "e_above_lowest_kj_mol": 65.1,
  "gap_ev": 10.051
}

=====

Record 3
{
  "formula": "C9H11AuClN4S",
  "method": "the ωB97M-V functional and the def2-TZVPD basis",
  "species": ["Au", "Cl", "S", "N", "N", "N", "N", "C", "C", "C", "C", "C", "C", "C", "C", "C", "H", "H", "H", "H", "H", "H", "H", "H", "H", "H", "H"],
  "coordinates": [[-1.371, -1.467, 1.123], [-1.780, -2.476, 4.238], [-1.233, -3.444, -0.554], [1.135, -4.351, -1.301], [1.118, -2.117, -1.052], [-1.151, 1.099, -0.058], [0.422, -1.037, -0.630], [0.898, 0.123, -0.899], [-0.086, 3.656, -0.031], [0.410, -3.235, -0.974], [2.203, 0.358, -1.606], [-1.866, 2.134, 0.356], [0.673, 2.581, -0.458], [-1.757, -1.021, 3.094], [0.110, 1.299, -0.449], [-1.387, 3.437, 0.392], [2.066, 0.968, -2.504], [2.916, 0.880, -0.963], [2.026, -4.193, -1.740], [0.628, -5.194, -1.495], [1.691, 2.727, -0.788], [-1.005, -0.369, 3.537], [0.336, 4.654, -0.026], [-2.021, 4.243, 0.737], [-2.877, 1.904, 0.678], [-2.729, -0.558, 3.261], [2.631, -0.599, -1.888]],
  "homo_energy_ev": -3.69,
  "gap_ev": 6.727,
  "charge": -1
}

=====

Record 4
{
  "formula": "C9H12ClN3",
  "method": "the ωB97M-V functional and the def2-TZVPD basis",
  "species": ["Cl", "N", "N", "N", "C", "C", "C", "C", "C", "C", "C", "C", "C", "H", "H", "H", "H", "H", "H", "H", "H", "H", "H", "H", "H"],
  "coordinates": [[-2.225, -2.449, -0.649], [3.320, -1.288, -0.825], [3.276, 0.907, -1.004], [1.538, -0.156, 0.186], [-0.276, -1.019, 1.448], [-2.191, -0.747, -0.254], [2.677, -0.223, -0.453], [-1.895, 2.042, -0.038], [-1.098, 1.193, 0.684], [-3.028, 1.472, -0.731], [0.888, -1.399, 0.613], [-3.081, 0.090, -0.972], [-1.314, -0.193, 0.741], [3.584, 1.675, -0.316], [4.086, 0.688, -1.566], [0.990, 0.838, 0.270], [1.659, -1.953, 1.080], [-0.009, -0.269, 2.324], [2.882, -2.184, -0.552], [-1.596, 3.166, -0.209], [-0.741, -1.885, 1.964], [-0.274, 1.697, 1.282], [0.541, -2.020, -0.217], [-3.944, -0.189, -1.623], [-3.770, 2.204, -1.183]],
  "smiles": "[H]/N=C(/N)NCCc1ccccc1Cl",
  "homo_energy_ev": -8.45,
  "e_above_lowest_kj_mol": 117.1,
  "gap_ev": 8.951
}

=====

Record 5
{
  "formula": "C6H8",
  "method": "the ωB97M-V functional and the def2-TZVPD basis",
  "species": ["C", "C", "C", "C", "C", "C", "H", "H", "H", "H", "H", "H", "H", "H"],
  "coordinates": [[-1.484, -0.121, 0.927], [-2.670, 0.534, 1.201], [2.295, -0.471, -1.902], [1.140, -0.228, -1.187], [-0.281, 0.487, 0.855], [1.078, -0.279, 0.209], [0.159, 0.049, -1.592], [3.219, -0.457, -1.362], [1.864, -0.450, 0.980], [-2.616, 1.603, 1.333], [-3.633, 0.120, 1.062], [2.194, -0.670, -2.963], [-1.596, -1.173, 0.627], [-0.022, 1.437, 1.285]],
  "smiles": "C=C/C=C\\C=C",
  "homo_energy_ev": -6.50,
  "e_above_lowest_kj_mol": 465.8,
  "gap_ev": 4.980
}

=====

Record 6
{
  "formula": "C24H72O24",
  "method": "the ωB97M-V functional and the def2-TZVPD basis",
  "species": ["O", "O", "O", "O", "O", "O", "O", "O", "O", "O", "O", "O", "O", "O", "O", "O", "O", "O", "O", "O", "O", "O", "O", "O", "C", "C", "C", "C", "C", "C", "C", "C", "C", "C", "C", "C", "C", "C", "C", "C", "C", "C", "C", "C", "C", "C", "C", "C", "H", "H", "H", "H", "H", "H", "H", "H", "H", "H", "H", "H", "H", "H", "H", "H", "H", "H", "H", "H", "H", "H", "H", "H", "H", "H", "H", "H", "H", "H", "H", "H", "H", "H", "H", "H", "H", "H", "H", "H", "H", "H", "H", "H", "H", "H", "H", "H", "H", "H", "H", "H", "H", "H", "H", "H", "H", "H", "H", "H", "H", "H", "H", "H", "H", "H", "H", "H", "H", "H", "H", "H"],
  "coordinates": [[-13.768, 5.966, 5.475], [-17.543, 2.934, 9.497], [-14.965, 3.711, 3.013], [-15.557, 6.556, -2.745], [-12.031, 0.926, 7.179], [-17.159, 2.643, 4.193], [-18.133, 7.343, 7.876], [-10.147, -1.479, 6.542], [-12.463, 3.531, 7.908], [-15.684, 0.268, 4.281], [-12.187, 7.532, 2.599], [-18.200, 9.939, 6.677], [-11.234, 3.546, 10.714], [-19.549, 5.155, 8.417], [-15.172, 8.219, 3.519], [-13.840, 9.868, 7.819], [-15.080, 3.824, -0.612], [-19.230, 4.524, 0.628], [-11.246, 8.480, 9.778], [-12.932, 2.422, 0.524], [-11.786, 8.767, 5.138], [-11.313, 0.066, 1.099], [-18.352, 4.848, 3.556], [-10.004, 5.993, 9.409], [-10.816, 6.489, 8.399], [-12.445, 2.984, 10.237], [-17.035, 0.374, 4.011], [-12.916, 9.430, 5.633], [-17.344, 7.617, 6.774], [-11.843, 0.153, 5.940], [-10.339, -0.253, 5.906], [-15.722, 5.184, -2.370], [-17.276, 3.960, 8.486], [-15.030, 5.120, -1.004], [-13.330, 7.855, 1.763], [-18.626, 5.658, 1.186], [-17.610, 5.101, 2.360], [-17.586, 1.505, 4.824], [-17.060, 9.095, 6.748], [-11.595, 2.385, 0.153], [-12.764, 10.153, 6.935], [-18.570, 4.322, 7.758], [-13.151, 3.697, 9.090], [-13.927, 4.084, 3.896], [-14.607, 4.949, 5.006], [-10.806, 1.478, 1.125], [-14.700, 7.520, 2.376], [-11.908, 7.405, 9.039], [-9.853, 1.260, 0.641], [-19.851, 4.396, 1.349], [-19.426, 6.236, 1.649], [-11.870, 9.834, 7.470], [-19.104, 3.409, 7.497], [-16.342, 2.484, 3.714], [-17.200, 1.399, 5.838], [-15.008, 4.374, 5.841], [-18.025, 6.324, 0.566], [-17.585, -0.518, 4.311], [-14.543, 10.456, 7.533], [-12.533, 7.887, 8.286], [-13.196, 4.785, 9.140], [-14.723, 7.699, 4.189], [-15.420, 7.608, 1.562], [-15.581, 5.672, -0.243], [-9.737, 0.519, 6.384], [-16.756, 4.938, -2.130], [-18.451, 8.180, 8.223], [-18.149, 4.691, 6.823], [-11.521, 0.519, 7.883], [-10.753, 1.862, 2.143], [-12.034, 2.065, 9.817], [-17.968, 3.443, 10.190], [-13.356, 1.568, 0.404], [-13.201, 4.743, 3.420], [-11.009, 9.310, 5.287], [-15.505, 5.487, 4.703], [-14.173, 3.322, 9.139], [-16.446, 7.037, 6.561], [-15.383, 4.556, -3.193], [-15.583, -0.158, 5.135], [-12.625, 6.844, 9.639], [-12.253, 8.062, 3.397], [-12.124, 0.833, 5.136], [-18.671, 1.472, 4.728], [-16.992, 5.956, 2.635], [-12.835, 11.218, 6.714], [-14.040, 5.573, -0.952], [-10.638, 2.901, 11.102], [-13.026, 5.442, 5.787], [-11.813, 9.016, 10.339], [-14.822, 6.437, 2.413], [-13.398, 8.885, 1.413], [-17.939, 10.832, 6.913], [-11.133, 5.762, 7.651], [-9.982, -0.409, 4.888], [-16.397, 9.415, 7.552], [-10.352, 7.201, 7.717], [-11.472, 2.054, -0.878], [-13.257, 10.145, 4.885], [-14.370, 3.536, -0.034], [-18.288, 3.914, 3.766], [-14.673, 3.062, 2.369], [-13.042, 2.630, 11.077], [-13.748, 8.730, 5.707], [-16.643, 3.505, 7.724], [-11.210, 3.404, 0.140], [-16.908, 0.460, 2.932], [-16.013, 6.708, -3.577], [-10.402, 5.161, 9.678], [-16.933, 4.328, 1.995], [-13.484, 3.213, 4.380], [-13.360, 7.250, 0.857], [-16.730, 9.375, 5.748], [-9.239, -1.789, 6.502], [-17.943, 7.395, 5.891], [-12.198, -0.104, 1.429], [-12.507, -0.711, 5.946], [-19.239, 6.053, 8.283], [-12.358, 2.625, 7.611], [-16.905, 4.801, 9.072]],
  "spin_multiplicity": 2,
  "homo_energy_ev": [0.08, -6.77],
  "e_above_lowest_kj_mol": 364.6,
  "gap_ev": [1.473, 8.323],
  "charge": -1
}

=====

Total energy for every record listed, in sequence, given in eV: -105191.482 -30325.372 -42522.913 -26519.078 -6345.956 -75185.127.
Max |F| for every record listed, in sequence, given in eV Å⁻¹: 3.68 3.83 0.76 4.84 7.53 3.69.